DFT (ωB97M-V/def2-TZVPD) results for C31H31Cl2O3OsP as an isolated structure.

Calculated values
Molar mass: 743.7 g mol⁻¹
Gap between HOMO and LUMO (alpha / beta): 6.4 / 6.6 eV
Net charge: +2

CARTESIAN COORDINATES (ANGSTROEM)
Os 1.2114 -0.1184 -0.4689
C 0.8158 0.5280 6.2260
O 2.2061 0.5032 5.8731
C 2.5578 0.3462 4.6076
C 3.9363 0.3540 4.3480
C 4.3860 0.2052 3.0679
C 3.5107 0.0437 1.9694
C 4.0542 -0.0792 0.6424
C 5.5291 -0.1287 0.4150
O 3.3297 -0.1527 -0.3722
C 2.1404 0.0241 2.2690
O 1.1202 -0.1594 1.3354
C 1.6536 0.1746 3.5507
H 0.7917 0.6945 7.2964
H 0.3483 -0.4288 5.9924
H 0.3075 1.3459 5.7150
H 4.6183 0.4816 5.1770
H 5.4514 0.2187 2.8902
H 5.9631 -0.9896 0.9270
H 6.0122 0.7625 0.8173
H 5.7258 -0.2001 -0.6497
H 0.5861 0.1530 3.7051
C -3.9283 -0.2585 -2.2380
C -3.6618 -0.7793 -0.8481
C -4.6732 -1.4604 -0.1745
C -4.4661 -2.0216 1.0758
C -3.2275 -1.9180 1.6963
C -2.2058 -1.2457 1.0514
C -2.4215 -0.6722 -0.2049
P -1.0481 0.2041 -0.9325
C -0.8545 -0.1151 -2.7143
C -0.5254 0.9636 -3.5505
C -0.2957 0.7739 -4.9008
C -0.4104 -0.5021 -5.4350
C -0.7569 -1.5697 -4.6189
C -0.9896 -1.4087 -3.2578
C -1.4474 -2.6052 -2.4662
C -1.2015 1.9765 -0.6763
C -2.3940 2.6590 -0.4583
C -2.3670 4.0286 -0.2418
C -1.1550 4.7049 -0.2306
C 0.0376 4.0192 -0.4193
C 0.0191 2.6492 -0.6398
C 1.2917 1.8751 -0.8228
H -4.9800 0.0032 -2.3446
H -3.7051 -1.0202 -2.9901
H -3.3401 0.6217 -2.4924
H -5.6422 -1.5578 -0.6486
H -5.2763 -2.5439 1.5673
H -3.0663 -2.3515 2.6739
H -1.2384 -1.1478 1.5311
H -0.4785 1.9670 -3.1450
H -0.0455 1.6143 -5.5338
H -0.2460 -0.6683 -6.4915
H -0.8658 -2.5562 -5.0534
H -1.0492 -3.5203 -2.9038
H -2.5378 -2.6839 -2.4862
H -1.1653 -2.5661 -1.4147
H -3.3354 2.1287 -0.4330
H -3.2900 4.5656 -0.0712
H -1.1373 5.7723 -0.0551
H 0.9799 4.5523 -0.3837
H 2.1359 2.3050 -0.2769
H 1.6209 1.8125 -1.8821
Cl 2.4810 -3.7043 0.9954
C 1.2941 -3.6352 -0.2595
Cl 1.7369 -2.3733 -1.5263
H 0.3275 -3.3358 0.1303
H 1.2484 -4.5540 -0.8329